# 1
Molecular formula: C18H20BrF3N6NiO4S
Method: DFT, ωB97M-V/def2-TZVPD

```
54
Properties=species:S:1:pos:R:3:nbo_charge:R:1
Ni -0.56707 -0.72578 1.36854 1.439
Br -1.49757 2.98042 1.72934 0.084
C 0.28863 2.35992 1.92104 0.165
C 1.30453 3.30262 1.85174 -0.298
C 2.60483 2.88322 2.08334 -0.150
C 2.82173 1.55282 2.39794 -0.229
C 1.74143 0.68082 2.40614 0.135
N 0.48933 1.07212 2.14164 -0.537
C 1.93633 -0.81798 2.76384 0.742
O 2.90543 -1.09348 3.44814 -0.653
O 1.06473 -1.58668 2.28214 -0.799
H 1.06793 4.33592 1.65384 0.225
H 3.42413 3.58612 2.04144 0.222
H 3.79853 1.17082 2.64784 0.255
N 0.60443 -0.68328 -0.52696 -0.885
C 0.00893 0.18182 -1.54306 -0.171
C 0.00723 -0.54298 -2.90096 -0.401
C -0.39217 0.27472 -4.13426 -0.411
C 0.29223 1.64502 -4.20586 -0.230
N -0.42527 2.52472 -3.30716 -0.602
C 0.02543 3.51332 -2.57846 0.672
N -0.75007 3.96362 -1.58776 -0.786
N 1.23293 4.08572 -2.78596 -0.795
C -1.40047 0.68312 -1.03196 0.812
O -2.08937 1.37372 -1.81786 -0.761
O -1.69957 0.47382 0.14704 -0.734
H 1.61753 -0.60648 -0.50586 0.383
H 0.36933 -1.66188 -0.71886 0.414
H 0.63043 1.08682 -1.59826 0.192
H -0.66237 -1.40278 -2.82436 0.236
H 1.02303 -0.92508 -3.05696 0.202
H -1.47097 0.43252 -4.14566 0.228
H -0.13697 -0.30978 -5.01996 0.224
H 0.23893 2.03972 -5.22696 0.207
H 1.34733 1.54992 -3.92116 0.189
H -1.27227 2.02242 -2.84506 0.460
H -1.58337 3.43822 -1.34566 0.455
H -0.45067 4.68552 -0.95696 0.407
H 1.70633 3.92262 -3.65746 0.414
H 1.45963 4.93512 -2.29846 0.406
F -0.32877 -4.99798 -0.01186 -0.320
C -1.23677 -5.37468 0.90534 0.986
F -2.36777 -5.64618 0.22644 -0.323
F -0.80917 -6.55468 1.38684 -0.332
C -1.41837 -4.35758 1.98894 -0.245
C -1.31977 -4.69278 3.32454 -0.092
C -1.41107 -3.68128 4.27234 -0.309
C -1.52827 -2.36898 3.84074 0.099
N -1.62967 -2.03118 2.56424 -0.593
C -1.62067 -3.01128 1.63274 0.091
S -1.87867 -2.50048 0.02794 -0.340
H -1.15537 -5.72008 3.61744 0.230
H -1.35657 -3.90708 5.32594 0.223
H -1.55237 -1.55708 4.55604 0.199
```

Values from the calculation:
Max |F| in eV Å⁻¹: 1.1
M in g mol⁻¹: 612.05
Total charge: 0
⟨S²⟩: 2.007
Highest occupied orbital energy (spin up / spin down) in eV: -7.19 / -7.18
Energy in eV: -166198.04649
2S+1: 3
Energy above the lowest of the compared OMol25 structures with the same formula, charge and spin in eV: 1.054

---

# 2
Molecular formula: C31H23CaN2O4P
Method: DFT, ωB97M-V/def2-TZVPD

```
62
Properties=species:S:1:pos:R:3:nbo_charge:R:1
Ca 0.52078 -1.13512 -0.22646 1.723
O -2.86192 -0.76732 0.93854 -0.698
C -1.90612 -1.09282 0.25724 0.841
O -1.37682 -0.47612 -0.69786 -0.887
C -1.03772 -3.19012 -0.57026 0.328
C -2.02562 -4.33172 -0.61506 -0.286
C -1.23782 -5.53102 -1.03896 -0.329
C -0.14672 -5.36332 -1.83666 -0.254
C 0.40988 -4.09792 -2.07366 -0.303
N 0.04418 -3.06552 -1.26866 -0.588
H -2.83722 -4.12122 -1.34766 0.141
H -1.56052 -6.51532 -0.72516 0.183
H 0.34228 -6.23912 -2.25666 0.174
H 1.28698 -3.95222 -2.69076 0.155
O 2.63938 -0.96442 -0.64236 -0.761
C 2.61658 -0.20282 0.34584 0.701
O 1.90368 -0.39852 1.34934 -0.752
C 3.30078 1.12868 0.19934 0.003
C 4.65638 1.35488 0.17694 -0.234
C 5.14768 2.63158 -0.11726 -0.201
C 4.25318 3.65978 -0.40656 -0.241
C 2.89428 3.44388 -0.36316 -0.186
C 2.38098 2.17488 -0.02846 -0.360
P 0.63098 1.68728 -0.15856 0.844
C -0.14852 2.86438 0.99934 -0.350
C -1.53872 3.00748 0.95544 -0.182
C -2.18802 3.80788 1.87314 -0.211
C -1.46952 4.45408 2.87054 -0.218
C -0.09672 4.26818 2.95714 -0.242
C 0.55628 3.46878 2.03854 -0.144
C 0.18388 2.43698 -1.75336 -0.233
C -0.15782 3.78778 -1.93046 -0.245
C -0.32462 4.30878 -3.19536 -0.216
C -0.14752 3.51028 -4.31896 -0.219
C 0.20228 2.16698 -4.15446 -0.214
C 0.36918 1.64138 -2.89326 -0.195
H 5.34718 0.54688 0.37914 0.215
H 6.21428 2.81578 -0.15026 0.201
H 4.63348 4.64368 -0.66476 0.199
H 2.20728 4.24828 -0.59296 0.213
H -2.09192 2.47758 0.19174 0.245
H -3.26262 3.93008 1.82374 0.210
H -1.97982 5.08388 3.58944 0.199
H 0.46158 4.75238 3.75004 0.200
H 1.62348 3.31008 2.11844 0.211
H -0.31262 4.41588 -1.06236 0.218
H -0.59782 5.35228 -3.31526 0.198
H -0.28442 3.92508 -5.31036 0.200
H 0.34128 1.54398 -5.03046 0.211
H 0.63448 0.59198 -2.75906 0.225
N -1.23212 -2.36112 0.56454 -0.643
C -1.83172 -3.22162 1.52054 0.131
C -1.52662 -3.25552 2.83874 -0.223
C -1.90662 -4.35782 3.62884 -0.521
C -2.40612 -5.49602 2.97744 -0.204
C -2.72482 -5.51142 1.65544 -0.350
C -2.66382 -4.27082 0.82784 -0.282
H -0.92152 -2.46062 3.26954 0.179
H -1.71892 -4.36012 4.69474 0.163
H -2.52352 -6.40572 3.56384 0.164
H -3.06612 -6.42202 1.17584 0.163
H -3.68952 -3.87402 0.66434 0.130
```

Values from the calculation:
Max |F| in eV Å⁻¹: 2.9
M in g mol⁻¹: 558.59
Total charge: -2
Highest occupied orbital energy in eV: 1.45
Energy in eV: -71418.37579
2S+1: 1
Energy above the lowest of the compared OMol25 structures with the same formula, charge and spin in eV: 1.401

---

# 3
Molecular formula: C13H30GeN5O7SW
Method: DFT, ωB97M-V/def2-TZVPD

```
58
Properties=species:S:1:pos:R:3:nbo_charge:R:1
W -0.44412 0.36258 -0.33361 2.122
C 2.23898 -0.43105 -3.00300 -0.643
C 2.08829 -1.16940 -1.68739 0.280
C 3.38246 -1.18282 -0.89686 -0.627
C 1.52280 -2.56481 -1.87126 -0.633
O 1.11778 -0.42557 -0.84825 -0.673
Ge 0.35974 -1.38064 2.08189 1.544
O -1.00926 -1.25708 0.79765 -0.982
C -2.12899 -2.31948 0.65287 0.327
C -3.38598 -1.59770 0.23398 -0.653
C -1.65267 -3.30993 -0.38415 -0.653
C -2.26602 -2.93562 2.03048 -0.672
O 0.43940 0.42145 1.63790 -0.990
C 1.39955 1.40646 2.25025 0.304
C 2.38179 0.62330 3.10280 -0.666
C 2.11146 2.10673 1.10928 -0.631
C 0.56920 2.34524 3.10357 -0.641
H 3.02737 -0.90865 -3.58447 0.253
H 1.32612 -0.47150 -3.59439 0.226
H 2.52233 0.60888 -2.83949 0.229
H 4.12350 -1.77245 -1.43638 0.254
H 3.78570 -0.17795 -0.77343 0.223
H 3.24400 -1.64511 0.08368 0.204
H 2.21737 -3.15881 -2.46474 0.256
H 1.39709 -3.06422 -0.90841 0.203
H 0.56755 -2.53381 -2.39368 0.228
H -3.28966 -1.17994 -0.76728 0.225
H -4.19572 -2.32741 0.20775 0.260
H -3.65498 -0.81372 0.94008 0.234
H -1.50527 -2.82884 -1.34983 0.233
H -0.72878 -3.80059 -0.07545 0.220
H -2.41236 -4.08271 -0.50680 0.260
H -2.51133 -2.18385 2.78471 0.232
H -3.08525 -3.65445 2.01280 0.275
H -1.37493 -3.49567 2.32739 0.223
H 2.97009 -0.07792 2.50396 0.227
H 3.08239 1.31155 3.57492 0.271
H 1.87810 0.08941 3.91408 0.226
H 2.66311 1.39632 0.49533 0.234
H 1.41093 2.63236 0.45204 0.185
H 2.81302 2.83858 1.50848 0.259
H 0.06572 1.80116 3.90311 0.233
H 1.22610 3.08306 3.56554 0.247
H -0.18958 2.86458 2.52264 0.218
O -1.18599 -0.35139 -2.17647 -0.919
S -1.08321 0.95669 -2.91884 2.590
O -2.49793 1.61291 -2.73854 -0.661
O -0.16112 1.72217 -1.99764 -0.931
O -0.78913 0.90655 -4.28399 -0.799
N -0.92936 4.41061 0.18172 -0.531
N -1.54721 3.32871 -0.29338 0.305
N -2.37165 3.39819 -1.21854 -0.145
C -2.86653 2.03533 -1.40947 0.322
N -2.23877 1.27289 -0.33780 -0.495
N -1.45135 2.15503 0.41197 -0.281
H -1.00575 5.19593 -0.45496 0.435
H -0.01612 4.21925 0.57142 0.413
H -3.95293 1.99719 -1.41376 0.245
```

Values from the calculation:
Max |F| in eV Å⁻¹: 0.5
M in g mol⁻¹: 656.93
Total charge: +2
⟨S²⟩: 0.755
Highest occupied orbital energy (spin up / spin down) in eV: -15.29 / -15.73
Energy in eV: -104911.40492
2S+1: 2
Energy above the lowest of the compared OMol25 structures with the same formula, charge and spin in eV: 1.625

---

What is the energy in the third record?
-104911.40492 eV

---

What is the formula in the second record?
C31H23CaN2O4P